Density functional theory data (wB97M-V/def2-TZVPD) for the ion C9H10N5S with charge -1 at a distorted geometry.

```
25
C9H10N5S, DFT wB97M-V/def2-TZVPD
N 3.6962 -0.2062 2.7246
N 2.8026 -0.9828 2.2252
N 2.3696 1.0363 1.4724
N 3.4501 1.0333 2.2678
S -0.9796 -2.4514 -0.2837
C 1.9323 -0.2085 1.4670
C 0.7802 -0.8050 0.6991
C 0.3366 -2.1227 0.8256
C -1.0700 -0.7505 -0.7459
C -0.0682 0.0287 -0.1851
N 0.8608 -3.1189 1.6689
C -2.1168 -0.1839 -1.6764
C 0.0789 1.5098 -0.4367
C -2.2705 1.3180 -1.4044
C -0.9119 2.0131 -1.5410
H 1.6376 -2.8491 2.2838
H 0.4619 -4.0559 1.6659
H -3.0727 -0.6991 -1.4824
H -1.7629 -0.3160 -2.7014
H -0.0111 2.1383 0.4565
H 1.0781 1.6972 -0.8433
H -2.6865 1.3958 -0.3957
H -3.0043 1.7204 -2.0981
H -1.0194 3.1036 -1.4708
H -0.5108 1.7557 -2.4920
```

Results
max |F|: 0.059 Eh/bohr
net charge: -1
energy above the lowest of the compared OMol25 structures with the same formula, charge and spin: 0.0 kcal/mol
calculated total energy: -1020.9619 hartree

Charges in e, computed with Mulliken, in the same order as the atoms: -0.5611, -0.2742, -0.2256, -0.5625, -0.3518, 0.5444, -0.0067, 0.3414, 0.3445, -0.4483, -0.4169, -0.4499, -0.3305, -0.7770, -0.8335, 0.3092, 0.1372, 0.3240, 0.2619, 0.2966, 0.3068, 0.3357, 0.3394, 0.3409, 0.3559